Record 1
Molecular formula: C3H11NO2
Method: DFT, the ωB97M-V functional and the def2-TZVPD basis

Results
SMILES: CCO.NCO
LUMO energy: 0.75 eV

ORCA input file:
```
! wB97M-V def2-TZVPD RIJCOSX def2/J DEFGRID3
* xyz 0 1
H -1.22191 -1.36172 -0.66692
O -0.94432 -1.02796 0.18074
H 2.58873 -0.31866 -1.43065
H -2.79236 -0.79300 1.00765
N -2.37528 0.86645 -0.23056
H 0.75886 -0.40916 -1.14218
H -1.58102 0.34924 1.58537
H 1.19613 -2.16049 0.03538
H -1.78848 1.03295 -1.03482
O 1.91450 -1.54261 0.08690
H -2.47279 1.73700 0.27124
H 1.54300 1.68523 -0.49710
H 0.95263 0.73573 0.92498
H 2.66909 0.91032 0.75700
C 1.74997 -0.36968 -0.72895
C 1.73748 0.84358 0.18487
C -1.93422 -0.17724 0.69707
*
```


Record 2
Molecular formula: C3H11NO2
Method: DFT, the ωB97M-V functional and the def2-TZVPD basis

Results
SMILES: C[C@H](O)CN.O
LUMO energy: 0.85 eV

ORCA input file:
```
! wB97M-V def2-TZVPD RIJCOSX def2/J DEFGRID3
* xyz 0 1
H -0.70857 -2.57502 -0.42747
C -0.67914 -0.86237 0.71665
H -0.60253 -1.15002 1.77895
H -1.36081 0.08255 0.54027
H 1.35137 -1.30045 -0.05811
O -0.69801 2.74721 -1.53746
H -0.48680 1.74711 -1.05830
H -0.19877 2.75262 -2.32441
H -0.18575 -0.49899 -1.48007
O 0.35527 0.14890 -1.08190
C 1.37187 0.68202 1.04339
H 0.77671 0.82248 2.06416
H 1.27914 1.49998 0.31163
H -2.03410 -2.26734 0.29221
C 0.66788 -0.39670 0.20657
N -1.27206 -1.83218 -0.13659
H 2.42433 0.40021 1.15047
*
```


Record 3
Molecular formula: C3H11NO2S
Method: DFT, the ωB97M-V functional and the def2-TZVPD basis

Results
SMILES: N[C@H](CO)CS.O
LUMO energy: 0.58 eV

ORCA input file:
```
! wB97M-V def2-TZVPD RIJCOSX def2/J DEFGRID3
* xyz 0 1
H 0.67425 -0.45711 -0.73299
H 1.58311 -1.06512 2.63972
H 1.79532 0.92184 0.44812
H 0.12271 0.64115 -2.38949
H -0.89397 1.84770 -1.51390
H -1.90115 0.22680 0.70219
N 0.84871 1.30011 0.27622
H -0.42746 -0.30250 1.63982
O 2.43495 -0.66070 2.46411
H -1.05709 -1.73444 -1.02747
H 0.65921 2.32493 -0.10743
C -0.92680 -0.31316 0.72083
S -1.16659 -2.09664 0.19593
C -0.00632 0.30355 -0.27799
H 3.13672 -1.41252 2.34581
C -0.72306 0.77232 -1.65091
O -1.82188 0.21269 -2.10276
H -2.33067 -0.50891 -1.62980
*
```


no.,E (eV)
1,-8873.3644
2,-8873.1123
3,-19707.7836